107
Properties=species:S:1:pos:R:3 method="wB97M-V/def2-TZVPD" max_force_ha_per_bohr=0.0675 de_lowest_ev=0.000 mol_weight_g_mol=690.53 gap_ev="6.0 / 5.6" spin_multiplicity=3 s_squared=2.009 charge=+1
O -4.626 3.814 1.837
H -0.487 1.179 -3.063
C -5.951 3.511 -1.088
O 4.394 4.984 -0.585
N 2.793 -1.532 -5.770
C 2.073 -2.498 -5.200
H -1.031 -0.372 0.291
C -4.224 2.429 -2.489
O -4.862 0.490 1.091
H 3.573 -4.241 4.701
H 2.006 -4.663 2.509
C 4.280 -2.242 5.075
C 4.310 -3.170 -0.186
H -4.072 5.771 2.223
H -4.346 1.637 -1.757
C 4.124 -1.769 -6.277
C -3.847 4.720 1.945
C -1.881 3.326 1.551
O 1.969 -2.987 4.718
H 0.167 -3.936 4.866
C -4.448 -2.174 2.030
H 4.768 -0.930 -6.016
C -1.602 5.739 1.929
N 2.462 3.997 0.163
H -4.281 -3.496 -0.343
C 1.030 -4.374 2.890
N 3.093 -2.694 -0.881
N -2.489 4.615 1.807
H -5.022 -3.107 2.033
H 3.450 -3.106 3.336
H 3.980 -3.963 0.481
H 4.087 2.976 -0.540
H 3.573 -0.670 -1.133
H 2.439 -1.264 -2.267
C -0.628 0.027 -0.634
H 3.610 -1.826 8.274
H 1.298 5.065 1.572
H 0.709 3.181 -0.537
C -0.800 -2.892 2.494
H 2.897 0.522 -5.861
H -1.543 -3.692 2.499
H -4.478 -0.264 -0.758
H -5.811 4.160 -4.052
H 2.119 2.007 -0.417
H 5.291 -2.438 4.718
H -1.653 3.165 0.491
H -6.497 4.467 -1.015
H 1.223 2.523 1.008
H -2.176 -0.251 -1.922
H 2.641 -3.431 -5.083
C -5.255 4.524 -3.182
C -4.559 -0.396 0.337
H -4.290 2.117 -3.530
O -6.007 2.656 -0.250
O 4.356 -2.490 6.488
H 1.280 -0.083 -5.516
H 4.167 -1.837 -7.369
H -3.552 -2.179 -1.283
N -5.116 3.512 -2.169
Ni -0.436 -3.417 -3.062
H -5.804 5.391 -2.808
H -3.214 2.838 -2.349
H -0.994 -0.219 -4.092
H 4.672 -2.314 0.381
C 3.700 4.006 -0.401
O 0.965 -2.316 -4.701
N -4.233 -1.676 0.705
H -1.058 -2.120 1.772
H 0.563 -0.142 -3.241
H 1.851 -3.986 0.005
H -2.554 2.554 1.921
H -0.624 1.118 -0.567
H -2.713 -2.900 0.090
O 1.182 -3.373 -1.872
C -0.506 0.093 -3.170
O -1.102 -1.953 -2.010
C 3.346 -1.554 -1.730
C 2.173 -0.257 -6.105
H 1.917 -0.197 -7.163
H -1.013 5.810 1.005
H -5.031 -1.486 2.636
H -3.486 -2.384 2.503
H -0.928 3.281 2.086
H -0.838 5.714 2.716
C 1.969 -3.415 -0.923
O 0.508 -3.319 2.132
H 0.471 -0.110 -0.695
H 3.273 -0.774 6.917
H 4.491 -2.727 -5.915
H 1.558 -4.998 4.804
C 1.586 2.844 0.026
C 1.138 -4.062 4.395
C -1.113 -0.581 -1.955
C -3.693 -2.571 -0.282
H 4.027 -1.184 4.969
H 2.650 5.924 0.984
H 2.409 -2.380 7.121
H 5.055 -3.474 -0.914
H -2.172 6.654 2.084
C 1.880 5.217 0.665
H 0.373 -5.259 2.908
H 4.113 -1.748 -2.481
H 1.379 5.764 -0.142
C 3.327 -3.209 4.428
C 3.339 -1.822 7.217
H -0.705 -2.396 3.464
H -4.321 4.969 -3.538